Arrangement i

C9H15NO2 in the gas phase. Source: the OMol25 dataset; level of theory: the ωB97M-V functional and the def2-TZVPD basis.

Summary:
Gap between HOMO and LUMO in eV: 7.793
HOMO level in eV: -7.2

Cartesian coordinates (Å):
C 3.24 0.23 -0.90
C 2.75 0.18 0.53
C 0.52 -0.50 -0.21
C -0.13 0.82 -0.72
C -1.43 2.72 -0.04
C -1.25 -2.15 -0.62
C -0.53 -1.44 0.43
C -1.33 -0.59 1.41
C -2.03 0.56 0.67
H 3.53 -0.77 -1.36
H 4.16 0.94 -0.97
H 2.41 0.59 -1.53
H 0.99 -1.01 -1.06
H 0.47 1.48 -1.35
H -1.68 -1.55 -1.42
H -0.64 3.46 -0.51
H -2.36 3.12 0.36
H -2.12 -2.77 -0.26
H -0.55 -2.78 -1.14
H 0.11 -2.16 0.97
H -2.06 -1.21 2.04
H -0.62 -0.07 2.06
H -2.72 0.16 -0.09
H -2.58 1.08 1.43
N -1.11 1.44 -0.01
O 3.43 0.61 1.44
O 1.56 -0.42 0.85

These are the Mulliken partial charges, in e, on atoms 1 to 6:
1. C -0.75
2. C 0.72
3. C -0.23
4. C -0.72
5. C -0.35
6. C -1.72

=====

Arrangement ii

C9H15NO2 in the gas phase. Source: the OMol25 dataset; level of theory: the ωB97M-V functional and the def2-TZVPD basis.

Summary:
Gap between HOMO and LUMO (spin up / spin down) in eV: 6.616 / 9.394
HOMO level (spin up / spin down) in eV: -7.2 / -9.5

Cartesian coordinates (Å):
C -0.98 1.73 -0.06
C 1.05 -0.72 -0.73
C 1.88 -0.03 0.09
C -0.31 -1.03 -0.64
C -1.20 -0.63 0.49
C -0.74 3.07 0.50
C 3.30 0.19 -0.09
C -0.93 -1.95 -1.71
C -0.98 -1.38 1.79
N -1.15 1.43 -1.26
O -0.84 0.73 0.91
O -2.51 -0.68 0.10
H 1.56 -1.13 -1.58
H 1.36 0.64 0.82
H 0.05 3.65 0.04
H -0.33 3.00 1.54
H -1.74 3.63 0.26
H 3.55 1.21 0.05
H 4.02 -0.31 0.73
H 3.53 -0.16 -1.06
H -0.85 -1.59 -2.74
H -1.93 -2.36 -1.52
H -0.28 -2.73 -1.79
H -1.65 -2.16 2.02
H -1.28 -0.73 2.65
H -0.01 -1.75 1.71
H -2.59 0.03 -0.54

These are the Mulliken partial charges, in e, on atoms 1 to 6:
1. C 1.06
2. C -0.14
3. C 0.06
4. C 0.63
5. C 0.83
6. C -1.14

=====

It turns out arrangement i is the most stable, with the second structure 186.7 kJ/mol higher.

=====

Arrangement i

2 unconnected molecules or ions with the total composition H5NO. Source: the OMol25 dataset; level of theory: the ωB97M-V functional and the def2-TZVPD basis.

Summary:
Gap between HOMO and LUMO in eV: 10.626
SMILES: N.O
HOMO level in eV: -9.9

Cartesian coordinates (Å):
N 1.92 -0.94 2.03
H 1.47 -1.79 2.34
H 1.48 -0.30 1.44
H 2.81 -1.23 1.65
H -1.68 1.85 -1.85
H -1.61 0.29 -1.52
O -2.00 0.98 -2.06

These are the Mulliken partial charges, in e, on atoms 1 to 6:
1. N -0.62
2. H 0.21
3. H 0.20
4. H 0.21
5. H 0.32
6. H 0.32

=====

Arrangement ii

2 unconnected molecules or ions with the total composition H5NO. Source: the OMol25 dataset; level of theory: the ωB97M-V functional and the def2-TZVPD basis.

Summary:
Gap between HOMO and LUMO in eV: 10.360
SMILES: N.O
HOMO level in eV: -9.6

Cartesian coordinates (Å):
N -0.47 -1.41 0.21
H -1.00 -1.19 1.04
H -0.23 -0.60 -0.33
H 0.33 -1.99 0.39
H 1.11 2.14 -0.50
H -0.15 1.37 -0.78
O 0.41 1.68 -0.03

These are the Mulliken partial charges, in e, on atoms 1 to 6:
1. N -0.63
2. H 0.23
3. H 0.20
4. H 0.20
5. H 0.32
6. H 0.33

=====

It turns out arrangement ii is the most stable, with the second structure 6.9 kJ/mol higher.

=====

Arrangement i

C20H26N2O3S in the gas phase. Source: the OMol25 dataset; level of theory: the ωB97M-V functional and the def2-TZVPD basis.

Summary:
Gap between HOMO and LUMO in eV: 8.188
SMILES: CCOc1ccc(N[C@H]2CCCC[C@H]2NS(=O)(=O)c2ccccc2)cc1
HOMO level in eV: -7.4

Cartesian coordinates (Å):
C 3.46 0.83 -6.06
C 2.05 1.42 -6.01
O 1.15 0.64 -5.26
C 1.23 0.65 -3.89
C 2.02 1.50 -3.13
C 1.99 1.41 -1.75
C 1.17 0.50 -1.09
C 0.35 -0.32 -1.86
C 0.39 -0.25 -3.24
H -0.24 -0.89 -3.84
H -0.34 -1.01 -1.39
N 1.12 0.50 0.30
H 1.74 1.18 0.70
C 1.12 -0.74 1.06
H 0.74 -1.53 0.41
C 2.53 -1.12 1.56
C 3.04 -0.15 2.62
C 2.06 -0.04 3.78
C 0.68 0.39 3.28
H -0.02 0.45 4.11
C 0.16 -0.62 2.26
N -1.17 -0.26 1.81
S -2.13 -1.54 1.31
O -1.80 -2.68 2.11
O -2.10 -1.69 -0.12
C -3.74 -0.92 1.79
C -4.12 -1.03 3.12
C -5.35 -0.53 3.51
C -6.17 0.08 2.57
C -5.78 0.18 1.25
C -4.55 -0.32 0.85
H -4.22 -0.27 -0.17
H -6.43 0.65 0.53
H -7.13 0.47 2.88
H -5.66 -0.61 4.54
H -3.45 -1.52 3.81
H -1.12 0.44 1.08
H 0.06 -1.60 2.73
H 0.73 1.38 2.82
H 1.97 -1.01 4.27
H 2.43 0.67 4.51
H 4.01 -0.50 2.99
H 3.20 0.84 2.18
H 2.48 -2.13 1.98
H 3.21 -1.15 0.71
H 2.62 2.08 -1.17
H 2.67 2.23 -3.59
H 2.07 2.46 -5.65
H 1.63 1.43 -7.02
H 3.42 -0.18 -6.46
H 4.10 1.44 -6.69
H 3.89 0.79 -5.06

These are the Mulliken partial charges, in e, on atoms 1 to 6:
1. C -1.04
2. C -0.42
3. O -0.46
4. C 0.80
5. C -0.33
6. C -1.24

=====

Arrangement ii

C20H26N2O3S in the gas phase. Source: the OMol25 dataset; level of theory: the ωB97M-V functional and the def2-TZVPD basis.

Summary:
Gap between HOMO and LUMO in eV: 9.303
SMILES: CCCCOc1ccc(C(=O)N(CC)CC(=O)NCc2cccs2)cc1
HOMO level in eV: -8.6

Cartesian coordinates (Å):
C 6.44 -1.17 1.97
C 7.29 -0.80 0.76
C 6.72 -1.34 -0.55
C 5.42 -0.67 -0.99
O 4.35 -1.22 -0.24
C 3.09 -0.78 -0.47
C 2.09 -1.38 0.30
C 0.77 -1.02 0.14
C 0.42 -0.03 -0.77
C 1.41 0.56 -1.54
C 2.74 0.19 -1.40
H 3.48 0.66 -2.02
H 1.15 1.31 -2.27
C -1.02 0.30 -0.98
O -1.80 -0.55 -1.39
N -1.42 1.57 -0.73
C -0.64 2.53 0.03
C -1.07 2.57 1.50
H -0.95 1.59 1.95
H -2.11 2.88 1.59
H -0.46 3.29 2.04
H -0.77 3.51 -0.42
H 0.41 2.25 -0.03
C -2.78 1.94 -1.05
H -2.83 3.02 -1.22
H -3.07 1.41 -1.97
C -3.80 1.58 0.04
O -4.43 2.43 0.65
N -3.90 0.26 0.26
H -3.37 -0.36 -0.35
C -4.85 -0.30 1.20
C -5.99 -0.95 0.48
C -7.05 -0.33 -0.12
C -7.92 -1.24 -0.76
C -7.51 -2.53 -0.63
S -6.05 -2.66 0.26
H -7.98 -3.42 -1.01
H -8.81 -0.95 -1.28
H -7.19 0.73 -0.10
H -5.21 0.53 1.81
H -4.33 -1.03 1.83
H 0.01 -1.49 0.73
H 2.38 -2.14 1.01
H 5.48 0.41 -0.83
H 5.25 -0.86 -2.06
H 6.54 -2.41 -0.46
H 7.46 -1.19 -1.34
H 7.38 0.29 0.69
H 8.30 -1.20 0.89
H 6.90 -0.78 2.88
H 5.44 -0.77 1.88
H 6.37 -2.25 2.06

These are the Mulliken partial charges, in e, on atoms 1 to 6:
1. C -1.00
2. C -0.42
3. C -0.85
4. C -0.62
5. O -0.32
6. C 0.67

=====

It turns out arrangement ii is the most stable, with the second structure 73.1 kJ/mol higher.

=====

Arrangement i

6 unconnected molecules or ions with the total composition C12H40N3O6. Source: the OMol25 dataset; level of theory: the ωB97M-V functional and the def2-TZVPD basis.

Summary:
Gap between HOMO and LUMO in eV: 10.214
Charge: +1
HOMO level in eV: -12.4

Cartesian coordinates (Å):
O -0.43 -0.06 -1.52
H 0.53 0.05 -1.85
H -0.81 0.78 -1.11
H -0.43 -0.87 -0.90
C 2.53 2.02 -0.56
C 2.67 1.50 -1.99
C 4.05 1.76 -2.56
O 4.34 3.11 -2.43
C 5.60 3.46 -2.98
N 2.33 0.05 -1.97
H 3.41 1.68 0.00
H 1.63 1.64 -0.09
H 2.60 3.11 -0.49
H 1.88 1.97 -2.59
H 4.09 1.36 -3.59
H 4.78 1.18 -1.98
H 6.41 2.92 -2.47
H 5.74 4.52 -2.84
H 5.66 3.17 -4.03
H 2.96 -0.33 -1.25
H 2.59 -0.45 -2.81
C -2.78 0.10 2.21
C -2.03 1.36 2.61
C -1.99 1.66 4.11
O -1.34 2.91 4.20
C -1.82 3.72 5.25
N -0.66 1.31 2.04
H -2.75 -0.02 1.13
H -3.81 0.10 2.55
H -2.36 -0.80 2.66
H -2.57 2.21 2.20
H -1.48 0.91 4.71
H -3.04 1.77 4.43
H -1.93 3.14 6.17
H -2.80 4.13 4.97
H -1.14 4.51 5.56
H -0.05 1.77 2.72
H -0.32 0.35 2.02
C 0.95 -4.20 -0.32
C -0.19 -3.29 -0.81
C -1.49 -4.07 -0.99
O -1.33 -4.98 -2.05
C -2.46 -5.86 -2.14
N -0.47 -2.24 0.18
H 0.65 -4.78 0.55
H 1.83 -3.55 -0.24
H 1.18 -4.99 -1.04
H 0.09 -2.89 -1.79
H -2.32 -3.39 -1.20
H -1.75 -4.58 -0.05
H -2.48 -6.47 -1.24
H -2.29 -6.43 -3.05
H -3.41 -5.33 -2.27
H 0.43 -1.90 0.54
H -0.91 -2.59 1.02
O -3.66 0.65 -1.47
H -4.39 0.03 -1.34
H -3.93 1.45 -1.01
O -1.05 2.34 -0.59
H -0.87 2.15 0.38
H -1.38 3.25 -0.60

These are the Mulliken partial charges, in e, on atoms 1 to 6:
1. O -0.23
2. H 0.53
3. H 0.44
4. H 0.31
5. C -1.39
6. C 0.37

=====

Arrangement ii

6 unconnected molecules or ions with the total composition C12H40N3O6. Source: the OMol25 dataset; level of theory: the ωB97M-V functional and the def2-TZVPD basis.

Summary:
Gap between HOMO and LUMO in eV: 6.111
Charge: +1
HOMO level in eV: -11.3

Cartesian coordinates (Å):
O 0.64 0.46 -2.44
H 1.17 -0.16 -2.95
H 1.13 1.29 -2.45
H 0.56 0.12 -1.55
O 3.30 0.85 -0.57
H 3.78 0.15 -1.03
H 3.02 1.56 -1.15
H 2.48 0.45 -0.27
O 1.17 -0.43 -0.08
H 1.69 -1.22 0.15
C 0.60 1.88 2.43
C 2.13 1.87 2.37
C 2.72 2.53 3.63
O 2.39 3.93 3.76
C 3.21 4.52 4.73
N 2.51 0.47 2.31
H 0.25 1.17 3.18
H 0.03 1.68 1.52
H 0.21 2.88 2.65
H 2.45 2.45 1.51
H 3.80 2.35 3.59
H 2.36 2.08 4.56
H 4.27 4.49 4.48
H 3.08 4.09 5.72
H 2.96 5.57 4.89
H 2.12 0.07 1.46
H 2.01 0.01 3.06
C -3.66 -1.12 0.78
C -2.42 -0.58 0.23
C -2.60 0.96 -0.13
O -1.61 1.54 -1.06
C -1.71 2.94 -1.38
N -1.29 -0.57 1.17
H -4.55 -0.84 0.22
H -3.78 -0.85 1.83
H -3.74 -2.21 0.82
H -2.12 -1.18 -0.63
H -2.48 1.52 0.80
H -3.63 1.22 -0.41
H -1.92 3.47 -0.45
H -2.58 3.16 -2.01
H -0.74 3.29 -1.73
H -0.40 -0.43 0.70
H -1.06 -1.42 1.67
C -0.79 -4.02 -0.85
C 0.02 -3.73 -2.16
C -0.87 -2.81 -3.07
O -1.94 -3.56 -3.68
C -2.87 -2.83 -4.34
N 1.31 -3.01 -1.82
H -0.68 -3.15 -0.21
H -0.25 -4.84 -0.38
H -1.80 -4.33 -1.11
H 0.20 -4.75 -2.51
H -0.35 -2.39 -3.93
H -1.25 -1.92 -2.57
H -3.56 -3.51 -4.83
H -2.41 -2.14 -5.04
H -3.31 -2.15 -3.61
H 1.04 -2.29 -1.17
H 1.75 -2.62 -2.64

These are the Mulliken partial charges, in e, on atoms 1 to 6:
1. O -0.26
2. H 0.46
3. H 0.40
4. H 0.09
5. O -0.38
6. H 0.47

=====

It turns out arrangement i is the most stable, with the second structure 599.9 kJ/mol higher.